Record 1
Below is a cluster of 7 separate species, C33H58BN3O21PS in total at a distorted geometry, with properties calculated with ωB97M-V/def2-TZVPD.

Summary:
LUMO energy	0.05925	Ha
spin multiplicity	1
HOMO level	-3.49	eV
orbital gap	5.098	eV
charge	-1

CARTESIAN COORDINATES (ANGSTROEM)
H: 1.7288 1.7807 -2.0925
O: -1.0060 -3.4935 3.8344
C: 1.8190 2.8651 -2.3687
H: -0.4077 0.8445 -2.0323
H: -5.0135 9.9637 -1.6744
S: 0.1370 -0.5574 0.3579
C: -1.5251 -3.6782 5.0771
H: -3.2348 3.6746 -2.6750
O: 9.7239 0.1109 -2.8031
C: -6.7502 0.5098 1.5069
C: -5.0470 0.9667 3.3329
H: -5.2971 10.8533 -0.1623
H: 0.4361 -7.2122 0.9291
H: 4.2615 1.5640 -2.2406
H: 0.3106 4.9375 1.4723
H: 0.5318 -10.2462 3.0073
H: 7.2365 -0.9461 -2.9669
H: -5.7891 0.5696 4.0326
H: -4.2505 8.3216 0.6364
H: 1.4178 -10.1387 1.4931
H: -1.3140 4.5651 -2.5269
H: 6.2421 1.5803 -3.8450
H: -0.2580 6.6794 1.7031
H: -3.5921 -8.6329 -1.7072
O: -3.0201 8.6780 -0.9580
O: 8.5151 -0.6412 -4.5379
H: -2.9087 11.0785 0.3801
H: 2.1794 -3.7782 3.2441
C: 3.2976 3.2977 -2.0579
O: 10.7072 -1.1676 -4.3855
H: 0.2245 -1.8701 4.0623
O: -6.1116 2.7163 2.3418
H: 8.1230 0.9443 -1.7619
C: -5.3159 3.1847 3.3429
H: 5.4998 0.0141 -4.0772
H: 0.9268 4.8213 -2.0333
H: -1.6099 6.2344 -0.7008
P: -1.0741 3.2479 -1.9395
O: -2.4587 3.2476 0.7061
H: -1.8782 1.0573 -1.0427
O: -0.8219 8.1755 -0.8718
O: -4.5410 2.1919 3.8586
H: -2.5692 -7.5884 -0.6929
H: -2.7634 -6.0148 -2.5729
O: -1.8257 -9.4803 -0.9990
H: 0.6378 6.2051 0.2286
H: -4.8572 1.5166 1.2575
H: -0.2185 -9.4664 1.6321
H: -0.2037 -6.7372 2.5215
O: 2.6845 -8.1303 2.2200
C: 0.7331 -9.6021 2.1486
H: 4.2383 -1.8748 -2.1771
O: -2.6701 -3.9213 5.3012
H: -6.7763 -0.4497 2.0285
H: 3.4571 4.3061 -2.5103
C: 0.6909 -3.5332 5.3496
N: -2.8125 2.8078 -2.3336
O: 2.1083 -1.5317 -1.5221
C: 3.4975 -1.5415 -1.4290
H: -7.7263 0.9885 1.5937
O: -0.5639 -3.5510 6.0336
H: 1.0867 1.6247 -0.0163
C: -1.7759 8.7020 -0.4038
C: 1.7690 -0.9769 -0.3208
O: -1.7751 9.4100 0.7631
C: -1.9224 -6.4917 -3.0800
H: -1.0133 -5.9298 -2.8648
C: 0.0198 1.3074 0.0523
C: -1.4678 5.5720 0.1847
H: 1.5051 -2.4757 2.2891
H: -3.3561 10.1976 1.8612
C: 0.7427 3.7824 -1.6254
H: -6.5901 0.2854 0.4509
C: -5.1229 9.8652 -0.5941
H: 6.5513 0.6570 -5.3305
C: 2.9032 -6.7951 2.0633
C: -0.8536 1.4934 -1.2159
C: 6.4155 0.5823 -4.2512
C: 1.2415 -3.3575 2.8779
O: -5.3005 4.3151 3.7184
H: 8.6188 1.7863 -3.2487
H: -6.0269 9.2816 -0.4101
H: -2.4635 3.7098 1.5662
C: 0.6854 -7.0718 1.9853
N: 3.9183 -1.0302 -0.2624
O: 1.7280 -6.1023 2.0771
N: 2.8179 -0.6610 0.4627
B: -1.7065 4.0224 -0.2415
H: 1.4143 -2.9142 5.8799
H: 1.6173 2.9547 -3.4637
O: 3.9750 -6.2981 1.9308
H: -2.0363 -8.5953 -3.5500
C: -1.7861 -7.9572 -2.6972
C: -0.5370 -9.2961 -1.4014
H: 1.0686 -4.5586 5.2937
O: 4.1945 2.3847 -2.7593
C: -3.0274 10.0867 0.8276
C: 7.5900 -0.1097 -3.5779
H: 1.0615 3.8139 -0.5479
H: -2.1141 -6.4028 -4.1506
C: -0.1237 5.8390 0.9730
C: 8.4759 0.8069 -2.7837
O: -0.4465 -8.2784 -2.2997
H: 1.2841 -8.2173 3.7101
H: 0.7748 -4.0696 2.2038
C: 1.3154 -8.2794 2.6177
C: -3.9231 9.1748 0.0352
H: -4.2469 0.2371 3.2085
C: -5.6333 1.4042 2.0207
H: 3.5374 3.2342 -0.9675
C: -2.5647 -8.3538 -1.4743
C: 9.7430 -0.6201 -3.9515
H: -0.6396 2.7847 -3.2741
C: 0.3157 -2.9592 4.0138
H: -2.7558 2.1662 -3.1320
H: -0.3890 1.6973 1.0142
H: -2.3140 5.8461 0.8961
O: 0.3874 -9.9388 -1.0160


Record 2
Below is the molecule C14H12O3 at a distorted geometry, with properties calculated with ωB97M-V/def2-TZVPD.

Summary:
LUMO energy	0.00513	Ha
spin multiplicity	1
relative energy (zero: lowest compared OMol25 entry of this formula, charge and spin)	0.000	eV
SMILES string	Cc1cc2cc3c(C)cc(=O)oc3c(C)c2o1
HOMO level	-8.21	eV
orbital gap	8.355	eV

CARTESIAN COORDINATES (ANGSTROEM)
H: 1.7005 -3.1384 3.2466
C: -1.8626 -2.8587 1.3332
C: 1.7322 -2.2614 2.6010
C: 0.1939 -1.0189 0.8997
H: -2.9219 1.3502 -1.4021
C: -1.0880 -0.9078 0.3137
C: 0.8049 2.6309 -1.7709
H: 2.2137 -0.0549 1.0105
C: -1.3811 0.1246 -0.5809
H: 1.8899 -1.3767 3.2145
C: 0.4403 -2.1329 1.8217
C: 1.2001 -0.0665 0.6026
C: -0.3674 1.0310 -0.8813
H: 2.0687 4.2930 -2.3196
H: 2.6119 -2.3732 1.9632
O: -0.4436 2.1075 -1.7316
H: 0.3184 4.5751 -2.4503
H: 2.6886 2.3125 -0.6197
C: 1.6822 2.0103 -0.8985
H: -2.5896 -0.1154 -2.2924
O: -2.6594 -3.7728 1.5292
C: -2.6980 0.3137 -1.2936
O: -2.0861 -1.8219 0.4769
C: 0.9005 0.9332 -0.3114
C: -0.5925 -3.0623 1.9758
H: 1.1082 3.6008 -3.6808
H: -3.5124 -0.2159 -0.7500
H: -0.4679 -3.9376 2.6039
C: 1.1163 3.8324 -2.6095


Record 3
Below is a structure of composition C29H32N7O2S2Sn, with properties calculated with ωB97M-V/def2-TZVPD.

Summary:
LUMO energy	-0.10757	Ha
spin multiplicity	1
HOMO level	-9.98	eV
orbital gap	7.050	eV
charge	+1

CARTESIAN COORDINATES (ANGSTROEM)
C: 1.5200 -6.4949 0.2974
H: -0.6581 -2.6596 4.9244
S: 0.1346 3.0970 -6.1780
Sn: -0.0323 0.3301 1.9673
H: 0.1036 -2.3275 6.4888
H: 1.7716 3.0952 -2.0255
N: 0.9748 -1.5767 0.2821
C: 0.3668 2.4352 -3.4691
C: -1.2384 1.7659 -0.9406
H: -1.8308 2.6782 -0.9140
N: -1.5636 2.6091 2.3481
C: -0.4763 5.4790 -5.5207
H: 0.4331 4.8843 0.7765
H: -3.6830 2.7149 2.1821
O: 1.4613 -1.3360 3.6685
N: -1.6823 0.8769 0.1558
N: 0.5806 2.8242 0.3579
C: 0.5919 -0.0911 -3.0380
H: -0.9984 4.1929 0.0670
S: 1.3320 -5.3464 2.5595
C: 1.0288 -3.9033 -1.2298
C: 1.0851 -2.7560 0.8409
C: 1.6582 -7.5167 1.2725
N: 0.9972 0.8742 -0.7815
H: -1.8099 -0.0661 -0.1976
C: 0.0810 3.4596 -4.4904
H: 1.1023 -2.7581 1.9236
H: 1.9445 0.9752 -0.4390
H: 0.6727 -3.4119 -3.8833
C: 0.8383 -0.2023 -1.6833
N: 2.3632 -2.5922 5.2993
C: -0.1955 3.9917 0.7770
C: 1.1590 -3.9786 0.1319
H: 1.6440 -7.5795 3.4687
H: 1.8103 -8.5597 1.0376
H: -0.4381 -0.9949 5.4401
C: -2.9535 1.2941 0.7714
C: 0.0126 -1.9851 5.4599
C: 0.2590 2.1275 -0.8909
H: -0.7532 6.5214 -5.5724
H: 1.5684 3.0508 0.3630
C: -0.2484 4.7770 -4.3072
C: 0.6966 -2.5247 -3.2633
H: 0.0358 3.8135 2.9088
C: 0.6859 2.9668 -2.0978
O: -2.9850 -2.7174 3.2607
H: 0.3459 -1.2020 -4.8693
H: 0.2566 3.9614 -1.9807
C: -0.7797 3.8381 2.1836
H: -1.4296 1.3053 -1.9092
H: 3.2497 -2.6106 4.8243
H: -3.7441 1.4147 0.0232
C: 1.3328 -1.9363 4.7345
C: -2.3783 -1.7822 2.8723
H: -0.3997 4.9549 -7.6517
C: -2.7995 2.5935 1.5526
C: 0.8908 -2.6576 -1.8668
H: -2.7928 3.4479 0.8730
H: -0.3442 5.2522 -3.3421
C: 0.5205 -1.2948 -3.8047
H: 2.2649 -3.0886 6.1657
H: -1.3837 4.7300 2.3922
C: 0.9179 -1.4936 -1.0780
H: -3.2433 0.4935 1.4470
C: 1.5782 -7.0339 2.5412
C: 0.3708 1.1373 -3.8076
H: 1.5655 -6.6839 -0.7660
C: -0.3048 4.6872 -6.6114
C: 1.3350 -5.2542 0.8392
H: 0.1284 0.9204 -4.8425
H: 1.0101 -4.8012 -1.8352
N: -1.7570 -0.8413 2.4775
H: -1.7767 2.4882 3.3302


Record 4
Below is a structure of composition C5H14N2O at a distorted geometry, with properties calculated with ωB97M-V/def2-TZVPD.

Summary:
LUMO energy	0.02794	Ha
spin multiplicity	1
relative energy (zero: lowest compared OMol25 entry of this formula, charge and spin)	4.338	eV
HOMO level	-7.86	eV
orbital gap	8.619	eV

CARTESIAN COORDINATES (ANGSTROEM)
C: -0.6085 2.5036 0.8227
H: -2.0060 -0.1326 1.0639
H: 1.1489 0.4523 0.8260
C: 0.8641 -1.2424 -0.0182
C: 1.5598 -2.0118 -1.1017
H: 2.5209 -2.3556 -0.7226
H: 1.5064 2.1192 0.7220
H: 0.9514 -2.8439 -1.4499
H: 0.7737 2.1635 -0.8281
H: -0.8108 2.0811 1.8067
N: -1.2459 -1.2674 -1.2356
C: 0.5986 1.8087 0.1916
O: 1.6131 -0.6129 0.8463
H: -1.5098 2.3536 0.2220
H: -1.9348 -0.5884 -1.5448
H: -0.4526 3.5812 0.9152
H: -1.7379 -2.1481 -1.1276
N: -1.1641 -0.6818 1.1758
H: -1.3876 -1.5529 1.6429
H: 0.0506 0.6124 -0.1670
H: 1.7591 -1.3643 -1.9594
C: -0.4888 -0.8736 -0.0803